--- 1 ---
The following is a quantum chemistry calculation of 2 unconnected molecules or ions with the total composition C2H10N2, from the Open Molecules 2025 dataset.

Properties
SMILES: CN.CN
HOMO level: -9.10 eV
Kohn-Sham gap: 10.010 eV

The geometry in ORCA input format:
```
! RIJCOSX wB97M-V def2-TZVPD def2/J DEFGRID3
* xyz 0 1
C -0.90 -0.94 -1.87
N -1.29 0.49 -1.94
H -0.37 -1.15 -2.80
H -0.22 -1.13 -1.05
H -1.79 -1.56 -1.80
H -1.92 0.86 -1.25
H -1.57 0.79 -2.86
C 1.71 0.30 1.75
N 0.56 0.68 2.60
H 1.59 0.39 0.66
H 2.57 0.85 2.14
H 1.88 -0.78 1.82
H -0.17 -0.04 2.58
H -0.08 1.25 2.01
*
```

=====

--- 2 ---
The following is a quantum chemistry calculation of 2 unconnected molecules or ions with the total composition C2H10N2, from the Open Molecules 2025 dataset.

Properties
SMILES: CNC.N
HOMO level: -8.52 eV
Kohn-Sham gap: 9.581 eV

The geometry in ORCA input format:
```
! RIJCOSX wB97M-V def2-TZVPD def2/J DEFGRID3
* xyz 0 1
N -1.57 -0.89 2.09
H -0.89 -1.40 2.65
H -1.18 -0.66 1.19
H -2.31 -1.54 1.89
C 0.99 0.81 0.31
N 0.38 -0.12 -0.63
C 0.42 0.33 -2.02
H 0.34 1.69 0.51
H 1.97 1.19 0.04
H 1.04 0.27 1.25
H -0.51 -0.52 -0.40
H 0.00 -0.49 -2.61
H -0.33 1.11 -2.21
H 1.40 0.72 -2.26
*
```

=====

Which structure is most stable? 2, by 0.248 eV over the runner-up.

=====

--- 1 ---
The following is a quantum chemistry calculation of 2 unconnected molecules or ions with the total composition C3H9NO2S2, from the Open Molecules 2025 dataset.

Properties
SMILES: NC(=O)CCSS.O
HOMO level: -9.29 eV
Kohn-Sham gap: 9.415 eV

The geometry in ORCA input format:
```
! RIJCOSX wB97M-V def2-TZVPD def2/J DEFGRID3
* xyz 0 1
S 3.21 1.26 1.60
S 2.82 1.20 -0.41
C 1.07 1.36 -0.64
C 0.29 0.00 -0.62
C -1.07 0.22 -1.23
N -2.08 0.43 -0.34
O -1.25 0.31 -2.42
H 2.78 0.07 2.07
H 0.60 2.00 0.09
H 0.84 1.95 -1.54
H 0.20 -0.22 0.43
H 0.92 -0.77 -1.05
H -1.99 0.19 0.62
H -3.00 0.56 -0.74
H -1.23 -3.32 0.76
H -0.69 -2.32 1.81
O -1.43 -2.91 1.60
*
```

=====

--- 2 ---
The following is a quantum chemistry calculation of a single C3H9NO2S2 molecule, from the Open Molecules 2025 dataset.

Properties
HOMO level: -9.27 eV
Kohn-Sham gap: 9.950 eV

The geometry in ORCA input format:
```
! RIJCOSX wB97M-V def2-TZVPD def2/J DEFGRID3
* xyz 0 1
C 0.54 -0.15 0.21
C 0.37 -1.34 -0.83
C -0.55 0.83 0.10
N -0.53 1.81 1.13
O -3.21 0.83 0.60
O -1.63 -0.59 2.02
S 1.98 -2.36 -0.75
S -2.17 -0.17 0.49
H 0.65 -0.73 1.17
H 1.54 0.32 0.11
H -0.33 -1.99 -0.23
H 0.19 -1.03 -1.81
H -0.78 1.35 -0.90
H -1.49 2.15 1.15
H 0.06 2.64 1.00
H -1.08 0.18 2.32
H 2.36 -2.20 -2.04
*
```

=====

--- 3 ---
The following is a quantum chemistry calculation of 2 unconnected molecules or ions with the total composition C3H9NO2S2, from the Open Molecules 2025 dataset.

Properties
SMILES: N[C@H](C=O)CSS.O
HOMO level: -9.08 eV
Kohn-Sham gap: 9.109 eV

The geometry in ORCA input format:
```
! RIJCOSX wB97M-V def2-TZVPD def2/J DEFGRID3
* xyz 0 1
N -0.02 -1.52 0.68
C 0.24 -0.23 1.32
C -0.10 -0.49 2.80
O -0.81 0.19 3.47
C -0.60 0.93 0.81
S -0.12 1.86 -0.67
S 0.45 0.56 -2.15
H -0.89 -1.61 0.18
H 0.74 -1.78 0.06
H 1.32 -0.05 1.36
H 0.39 -1.43 3.13
H -0.64 1.69 1.59
H -1.59 0.51 0.65
H 1.65 0.07 -1.83
H 1.26 -2.85 -1.90
H -0.01 -2.70 -2.71
O 0.30 -2.94 -1.84
*
```

=====

Which structure is most stable? 1, by 1.095 eV over the runner-up.

=====

--- 1 ---
The following is a quantum chemistry calculation of 2 unconnected molecules or ions with the total composition C2H10NO, from the Open Molecules 2025 dataset.

Properties
HOMO level (alpha / beta): -3.34 / -10.81 eV
Kohn-Sham gap (alpha / beta): 4.343 / 11.486 eV

The geometry in ORCA input format:
```
! RIJCOSX wB97M-V def2-TZVPD def2/J DEFGRID3
* xyz 0 2
C 1.21 1.54 1.81
O 1.22 0.96 0.49
H 1.59 1.57 -0.16
H 0.17 1.92 1.96
H 1.54 0.70 2.42
H 1.90 2.38 1.94
C -1.38 -1.12 -1.66
N -0.56 -1.15 -0.39
H -0.78 -2.07 0.07
H 0.44 -1.10 -0.71
H -0.67 -0.31 0.21
H -2.43 -0.93 -1.42
H -1.04 -2.05 -2.15
H -1.20 -0.33 -2.39
*
```

=====

--- 2 ---
The following is a quantum chemistry calculation of 2 unconnected molecules or ions with the total composition C2H10NO, from the Open Molecules 2025 dataset.

Properties
HOMO level (alpha / beta): -3.62 / -11.12 eV
Kohn-Sham gap (alpha / beta): 4.519 / 11.758 eV

The geometry in ORCA input format:
```
! RIJCOSX wB97M-V def2-TZVPD def2/J DEFGRID3
* xyz 0 2
N -1.62 -0.39 2.03
H -2.11 0.49 1.71
H -0.64 -0.27 1.73
H -1.97 -1.13 1.36
H -1.93 -0.72 2.96
C 1.08 0.61 -0.55
O -0.34 0.70 -0.13
C 1.25 -0.38 -1.63
H 1.67 0.28 0.31
H 1.28 1.65 -0.82
H -0.68 1.25 -0.85
H 2.24 -0.41 -2.09
H 0.63 -0.21 -2.53
H 1.14 -1.48 -1.49
*
```

=====

Which structure is most stable? 2, by 0.416 eV over the runner-up.

=====

--- 1 ---
The following is a quantum chemistry calculation of a single CH2N2P2 molecule, from the Open Molecules 2025 dataset.

Properties
SMILES: C1=[PH]=PN=N1
HOMO level: -9.40 eV
Kohn-Sham gap: 8.052 eV

The geometry in ORCA input format:
```
! RIJCOSX wB97M-V def2-TZVPD def2/J DEFGRID3
* xyz 0 1
C -0.32 -0.69 -0.53
N -1.26 -1.54 -0.36
N -2.42 -1.09 0.12
P -2.76 0.49 0.16
P -0.66 1.10 -0.44
H 0.68 -1.21 -0.89
H 0.02 1.52 0.85
*
```

=====

--- 2 ---
The following is a quantum chemistry calculation of a molecular structure, CH2N2P2, from the Open Molecules 2025 dataset.

Properties
HOMO level: -9.53 eV
Kohn-Sham gap: 8.967 eV

The geometry in ORCA input format:
```
! RIJCOSX wB97M-V def2-TZVPD def2/J DEFGRID3
* xyz 0 1
C -0.38 0.94 0.05
N 1.94 -0.37 0.02
N 0.65 -1.67 0.06
P 1.48 1.12 0.04
P -0.59 -0.72 0.04
H -1.24 1.73 0.15
H -1.85 -1.02 -0.35
*
```

=====

Which structure is most stable? 1, by 2.085 eV over the runner-up.

=====

--- 1 ---
The following is a quantum chemistry calculation of a single C5H9N3O3S molecule, from the Open Molecules 2025 dataset.

Properties
HOMO level: -9.25 eV
Kohn-Sham gap: 9.884 eV

The geometry in ORCA input format:
```
! RIJCOSX wB97M-V def2-TZVPD def2/J DEFGRID3
* xyz 0 1
C -0.17 -1.11 -0.76
C -1.40 -1.55 -0.58
C 0.43 0.17 -0.31
C -2.39 -0.71 0.18
C -1.81 0.60 0.77
N -0.50 0.78 0.57
N 0.99 0.97 -1.38
N -2.39 1.46 1.46
O 1.61 -0.26 0.49
O 4.02 -0.99 0.48
O 3.63 1.37 0.40
S 3.08 0.16 -0.19
H 0.57 -1.81 -0.95
H -1.71 -2.48 -1.02
H -3.27 -0.51 -0.51
H -2.78 -1.19 1.05
H -0.26 1.69 1.00
H 0.63 0.71 -2.34
H 0.97 1.98 -1.28
H -3.42 1.48 1.51
H 4.19 -0.77 1.42
*
```

=====

--- 2 ---
The following is a quantum chemistry calculation of a single C5H9N3O3S molecule, from the Open Molecules 2025 dataset.

Properties
HOMO level (alpha / beta): -8.55 / -8.52 eV
Kohn-Sham gap (alpha / beta): 6.858 / 6.694 eV

The geometry in ORCA input format:
```
! RIJCOSX wB97M-V def2-TZVPD def2/J DEFGRID3
* xyz 0 1
C -1.25 0.47 0.00
C -1.23 -0.74 -0.51
C 1.65 0.01 -0.46
C -2.49 -1.35 -1.01
C -0.88 1.76 0.50
N -0.18 -1.53 -0.52
N 1.12 -1.15 -0.37
N 3.65 0.52 1.16
O 3.69 -1.55 -0.31
O 4.06 0.58 -1.35
O 0.04 2.51 -0.29
S 3.42 -0.14 -0.29
H -2.28 -2.43 -0.78
H -3.43 -0.97 -0.44
H -2.65 -1.35 -2.06
H -1.89 2.42 0.59
H -0.51 1.67 1.47
H 1.81 -2.00 -0.55
H 3.32 1.46 1.09
H 3.07 -0.06 1.76
H 0.76 1.90 -0.65
*
```

=====

Which structure is most stable? 1, by 6.285 eV over the runner-up.

=====

--- 1 ---
The following is a quantum chemistry calculation of 2 unconnected molecules or ions with the total composition CH3BrO3, from the Open Molecules 2025 dataset.

Properties
HOMO level (alpha / beta): -9.18 / -8.38 eV
Kohn-Sham gap (alpha / beta): 9.071 / 8.083 eV

The geometry in ORCA input format:
```
! RIJCOSX wB97M-V def2-TZVPD def2/J DEFGRID3
* xyz 0 1
C -0.34 0.08 0.66
O -0.86 1.09 1.39
O 0.28 -0.41 -1.22
O 1.31 0.16 -1.93
Br -1.32 -1.54 0.73
H 2.12 -0.43 -1.96
H 0.65 0.00 0.76
H -1.84 1.04 1.58
*
```

=====

--- 2 ---
The following is a quantum chemistry calculation of a single CH3BrO3 molecule, from the Open Molecules 2025 dataset.

Properties
SMILES: OO[C@@H](O)Br
HOMO level: -10.17 eV
Kohn-Sham gap: 10.664 eV

The geometry in ORCA input format:
```
! RIJCOSX wB97M-V def2-TZVPD def2/J DEFGRID3
* xyz 0 1
C -0.57 -0.20 0.04
O -0.44 -1.53 0.44
O -0.14 1.09 0.67
O 1.16 1.16 0.17
Br -2.61 0.17 0.02
H 1.10 1.60 -0.68
H -0.47 -0.22 -1.09
H -0.08 -1.47 1.37
*
```

=====

Which structure is most stable? 2, by 2.069 eV over the runner-up.

=====

--- 1 ---
The following is a quantum chemistry calculation of 4 unconnected molecules or ions with the total composition CH8O2S2, from the Open Molecules 2025 dataset.

Properties
HOMO level: -8.91 eV
Kohn-Sham gap: 4.201 eV

The geometry in ORCA input format:
```
! RIJCOSX wB97M-V def2-TZVPD def2/J DEFGRID3
* xyz 0 1
C 1.07 -0.46 -0.82
S 0.68 0.43 -2.21
S 1.13 -2.23 1.31
H 1.62 -1.39 -1.02
H 0.00 -0.78 -0.52
H 1.44 0.09 0.04
H 0.89 -3.03 2.36
H -0.39 -0.65 1.60
H -0.81 0.62 2.34
O -1.11 0.00 1.66
H -0.85 2.01 -1.64
H -2.15 2.83 -1.88
O -1.52 2.55 -1.21
*
```

=====

--- 2 ---
The following is a quantum chemistry calculation of 3 unconnected molecules or ions with the total composition CH8O2S2, from the Open Molecules 2025 dataset.

Properties
SMILES: CSS.O.O
HOMO level: -9.34 eV
Kohn-Sham gap: 9.935 eV

The geometry in ORCA input format:
```
! RIJCOSX wB97M-V def2-TZVPD def2/J DEFGRID3
* xyz 0 1
C -0.21 -0.48 2.00
S 1.01 -0.18 0.65
S 0.59 1.70 -0.02
H 0.07 0.03 2.88
H -0.12 -1.53 2.14
H -1.21 -0.22 1.78
H -0.44 1.54 -1.03
H -1.76 -0.99 -1.43
H -3.12 -0.25 -1.27
O -2.18 -0.27 -0.95
H 0.02 -1.39 -0.97
H 0.60 -1.63 -2.38
O -0.11 -1.87 -1.78
*
```

=====

Which structure is most stable? 2, by 4.924 eV over the runner-up.

=====

--- 1 ---
The following is a quantum chemistry calculation of a single C5H14N2S molecule, from the Open Molecules 2025 dataset.

Properties
SMILES: C[C@@H](N)CNCCS
HOMO level: -8.93 eV
Kohn-Sham gap: 9.971 eV

The geometry in ORCA input format:
```
! RIJCOSX wB97M-V def2-TZVPD def2/J DEFGRID3
* xyz 0 1
C 0.91 -0.12 -0.85
N -0.13 0.55 -0.01
C 0.50 1.51 0.93
C -0.18 1.38 2.33
S -0.73 2.95 3.08
C 0.30 -1.33 -1.54
N -0.83 -0.83 -2.34
C -0.15 -2.35 -0.47
H 1.24 0.60 -1.61
H 1.73 -0.44 -0.21
H -0.58 1.14 -0.70
H 0.40 2.52 0.56
H 1.51 1.16 1.12
H -1.05 0.74 2.23
H 0.46 0.82 3.02
H 1.01 -1.85 -2.18
H -0.86 3.58 1.91
H -1.59 -0.66 -1.68
H -1.21 -1.59 -2.90
H 0.74 -2.82 -0.04
H -0.75 -1.82 0.27
H -0.75 -3.14 -0.91
*
```

=====

--- 2 ---
The following is a quantum chemistry calculation of 3 unconnected molecules or ions with the total composition C5H14N2S, from the Open Molecules 2025 dataset.

Properties
HOMO level: -6.76 eV
Kohn-Sham gap: 3.600 eV

The geometry in ORCA input format:
```
! RIJCOSX wB97M-V def2-TZVPD def2/J DEFGRID3
* xyz 0 1
C -0.74 1.57 -1.69
N 0.21 0.63 -2.11
C 0.90 0.21 1.61
C -0.34 -0.13 1.28
C -1.58 0.68 1.66
S -2.94 0.48 0.54
C 1.93 -0.73 1.04
N 1.74 -1.08 -0.30
H -0.95 1.52 -0.68
H -1.71 1.27 -2.15
H -0.56 2.57 -1.97
H 0.84 0.24 -1.39
H 1.05 0.99 2.33
H -0.54 -0.91 0.59
H 0.04 -2.58 -1.32
H -1.94 0.61 2.65
H -1.15 1.76 1.78
H -0.54 -2.91 -1.61
H 1.29 -1.59 0.92
H 2.71 -0.91 1.84
H 2.56 -1.59 -0.62
H -0.26 -0.10 -2.42
*
```

=====

Which structure is most stable? 1, by 8.946 eV over the runner-up.